{
  "formula": "C7H16O2SSi",
  "method": "the ωB97M-V functional and the def2-TZVPD basis",
  "energy_ev": -30325.043,
  "e_above_lowest_kj_mol": 7.79,
  "total_charge": 0,
  "mol_weight_da": 192.36,
  "homo_energy_ev": -9.27,
  "gap_ev": 8.852,
  "elements": ["C", "C", "C", "C", "C", "C", "C", "O", "O", "Si", "S", "H", "H", "H", "H", "H", "H", "H", "H", "H", "H", "H", "H", "H", "H", "H", "H"],
  "coordinates": [[-1.6207, -0.5918, 0.0471], [-0.6541, 0.2779, 0.2714], [-3.0242, -0.3803, 0.0840], [-1.0054, 1.6906, 0.6832], [1.6770, -2.0218, -0.5328], [1.4116, -0.3711, 2.1517], [2.5465, 0.8210, -0.6436], [-1.5914, 2.0407, -2.3508], [-0.3893, 0.0439, -3.0374], [1.2141, -0.2545, 0.2180], [-1.5453, 0.5952, -2.4023], [-1.3885, -1.6412, -0.3855], [-3.3238, 0.5420, 0.5377], [-3.2683, -1.1650, 0.8014], [-3.5678, -0.5913, -0.8268], [-2.0083, 1.9161, 1.0224], [-0.9251, 2.2846, -0.2063], [-0.3961, 2.0607, 1.4612], [1.3172, -1.9942, -1.5426], [2.6863, -2.3022, -0.4789], [1.1104, -2.6949, 0.1010], [1.8461, 0.5172, 2.5573], [0.5663, -0.6549, 2.7489], [1.9555, -1.2830, 2.2153], [3.5270, 0.3649, -0.6473], [2.0806, 0.9758, -1.6113], [2.7696, 1.8158, -0.2349]],
  "nbo_charge": [-0.178, -0.402, -0.681, -0.673, -1.055, -1.091, -1.101, -0.868, -0.876, 1.571, 1.673, 0.203, 0.218, 0.232, 0.227, 0.213, 0.243, 0.222, 0.238, 0.237, 0.221, 0.233, 0.234, 0.230, 0.246, 0.245, 0.237]
}

{
  "formula": "C2H7O4P",
  "method": "the ωB97M-V functional and the def2-TZVPD basis",
  "energy_ev": -19665.363,
  "e_above_lowest_kj_mol": 338.22,
  "total_charge": 0,
  "mol_weight_da": 126.05,
  "smiles": "CC(O)=P(O)(O)O",
  "homo_energy_ev": -7.46,
  "gap_ev": 7.823,
  "elements": ["C", "C", "O", "O", "O", "O", "P", "H", "H", "H", "H", "H", "H", "H"],
  "coordinates": [[-0.6975, 0.1434, -0.6116], [-0.8140, 1.6581, -0.7651], [-1.7042, -0.5233, 0.0022], [0.4778, -2.0640, 0.3962], [1.4545, -0.3434, 1.9286], [2.0557, -0.3230, -0.5099], [0.7719, -0.4629, 0.4519], [-1.3233, 2.0196, 0.1129], [-1.4017, 1.7261, -1.6913], [0.1255, 2.2125, -1.0376], [-2.3102, -0.0816, 0.7073], [-0.4009, -2.5061, 0.1376], [2.0815, -1.0495, 2.2782], [1.6850, -0.4059, -1.3994]],
  "nbo_charge": [-0.161, -0.696, -0.750, -1.042, -1.012, -0.982, 1.983, 0.187, 0.220, 0.234, 0.449, 0.545, 0.515, 0.510]
}

{
  "formula": "C28H24NO3S4Sn",
  "method": "the ωB97M-V functional and the def2-TZVPD basis",
  "energy_ev": -86226.475,
  "e_above_lowest_kj_mol": 111.06,
  "total_charge": 1,
  "mol_weight_da": 669.48,
  "homo_energy_ev": -10.81,
  "gap_ev": 7.046,
  "elements": ["Sn", "S", "C", "C", "C", "C", "C", "C", "S", "C", "C", "C", "C", "C", "C", "C", "S", "C", "C", "C", "C", "C", "C", "S", "N", "H", "H", "H", "H", "H", "H", "H", "H", "H", "H", "H", "H", "H", "H", "H", "C", "O", "C", "C", "C", "C", "C", "C", "O", "C", "O", "C", "H", "H", "H", "H", "H", "H", "H", "H", "H"],
  "coordinates": [[-0.0937, 0.8585, 0.0638], [-0.5828, 3.1601, -0.2163], [-0.8876, 3.2942, 1.5435], [-2.1919, 3.3453, 2.0276], [-2.4338, 3.4279, 3.3869], [-1.3688, 3.4573, 4.2769], [-0.0653, 3.4287, 3.8106], [0.1893, 3.3456, 2.4438], [1.8199, 3.3760, 1.7615], [2.8238, 2.5944, 3.0608], [3.7964, 1.7151, 2.3335], [5.1183, 2.0760, 2.1089], [5.9123, 1.2145, 1.3712], [5.3655, 0.0373, 0.8841], [4.0289, -0.2296, 1.1560], [3.3660, -1.4920, 0.6781], [1.9896, -1.2001, -0.5016], [0.6522, -2.1998, 0.1149], [0.3051, -3.3242, -0.6370], [-0.7218, -4.1555, -0.2268], [-1.4012, -3.8739, 0.9547], [-1.0988, -2.7350, 1.6770], [-0.0926, -1.8633, 1.2527], [0.1201, -0.3200, 2.0957], [3.2736, 0.5952, 1.8585], [-3.0096, 3.3132, 1.3195], [-3.4503, 3.4706, 3.7531], [-1.5528, 3.5237, 5.3408], [0.7539, 3.4979, 4.5133], [2.1579, 1.9892, 3.6722], [3.3319, 3.3314, 3.6799], [5.5140, 3.0008, 2.5071], [6.9468, 1.4599, 1.1709], [5.9568, -0.6473, 0.2912], [2.9837, -2.0869, 1.5058], [4.0816, -2.0915, 0.1177], [0.8620, -3.5437, -1.5379], [-0.9795, -5.0260, -0.8144], [-2.1825, -4.5360, 1.3039], [-1.6528, -2.4908, 2.5743], [-0.4883, -1.1146, -6.5691], [-1.7127, -1.5010, -5.9491], [-1.9018, -1.1961, -4.6642], [-3.1601, -1.5642, -4.1369], [-3.4409, -1.2719, -2.8408], [-2.5119, -0.6173, -1.9881], [-2.8993, -0.2892, -0.6555], [-4.2552, -0.6560, -0.1253], [-2.1596, 0.3241, 0.1613], [-1.2413, -0.2882, -2.5274], [-0.2498, 0.2638, -1.8453], [-0.9581, -0.5740, -3.8665], [-0.5863, -1.3905, -7.6135], [0.3543, -1.6473, -6.1249], [-0.3349, -0.0379, -6.4864], [-3.8712, -2.0581, -4.7828], [-4.4107, -1.5437, -2.4489], [-5.0420, -0.1723, -0.7049], [-4.3204, -0.3359, 0.9104], [-4.4106, -1.7337, -0.1832], [0.0168, -0.2932, -4.2349]],
  "nbo_charge": [1.776, -0.094, -0.280, -0.186, -0.211, -0.172, -0.262, -0.094, 0.297, -0.565, 0.213, -0.242, -0.144, -0.241, 0.186, -0.540, 0.319, -0.146, -0.222, -0.200, -0.181, -0.209, -0.242, -0.075, -0.442, 0.231, 0.229, 0.229, 0.226, 0.250, 0.234, 0.230, 0.231, 0.226, 0.255, 0.238, 0.236, 0.233, 0.231, 0.235, -0.261, -0.462, 0.409, -0.295, -0.093, -0.360, 0.640, -0.709, -0.728, 0.533, -0.864, -0.413, 0.216, 0.186, 0.189, 0.243, 0.222, 0.251, 0.249, 0.247, 0.241]
}

{
  "formula": "C28H36CsGeN2O8",
  "method": "the ωB97M-V functional and the def2-TZVPD basis",
  "energy_ev": -106045.737,
  "e_above_lowest_kj_mol": 117.85,
  "total_charge": -1,
  "mol_weight_da": 734.12,
  "homo_energy_ev": -3.38,
  "gap_ev": 4.857,
  "elements": ["Cs", "C", "C", "C", "C", "C", "C", "H", "H", "H", "H", "H", "H", "O", "C", "C", "O", "C", "C", "O", "C", "O", "O", "C", "C", "O", "H", "H", "H", "O", "C", "N", "C", "O", "C", "C", "C", "C", "N", "C", "H", "H", "H", "H", "H", "H", "H", "H", "C", "C", "C", "C", "Ge", "C", "C", "C", "C", "H", "H", "H", "H", "H", "H", "H", "H", "H", "H", "H", "H", "H", "H", "H", "H", "H", "H", "H"],
  "coordinates": [[0.3766, -0.2904, -1.3679], [3.4490, 1.4707, 0.8750], [3.5278, 1.6014, -0.5058], [2.6624, 2.4529, -1.1746], [1.7131, 3.1790, -0.4666], [1.6386, 3.0590, 0.9128], [2.5070, 2.2043, 1.5826], [4.1168, 0.7948, 1.3934], [4.2472, 1.0202, -1.0694], [2.6997, 2.5227, -2.2543], [1.0242, 3.8171, -1.0052], [0.8998, 3.6233, 1.4666], [2.4436, 2.1070, 2.6600], [-2.5863, -2.0907, -6.2337], [-1.8873, -1.5210, -5.4183], [-0.5282, -1.9392, -4.9494], [0.0109, -3.0283, -5.1416], [0.0281, -0.8045, -4.2282], [-1.0382, 0.1431, -3.9092], [-1.0102, 1.1461, -3.1408], [-2.2382, -0.2648, -4.6706], [-3.3220, 0.2956, -4.6793], [1.2470, -0.7632, -3.8351], [-0.3703, -2.4606, 2.7515], [-1.0849, -1.4393, 1.9175], [-0.9271, -1.4463, 0.7082], [-0.9916, -3.3603, 2.7696], [-0.2335, -2.1294, 3.7809], [0.5817, -2.7074, 2.2819], [3.6514, -4.6863, -5.6920], [3.5711, -3.3081, -5.4228], [3.4087, -3.0223, -4.0110], [4.4258, -3.3187, -3.1800], [5.4767, -3.8140, -3.5918], [4.2738, -3.0216, -1.7215], [5.2131, -3.4964, -0.8126], [5.0356, -3.1938, 0.5263], [3.9349, -2.4381, 0.9102], [3.0238, -1.9719, 0.0584], [3.2217, -2.2678, -1.2257], [4.4899, -4.9766, -5.3098], [2.7038, -2.9034, -5.9367], [4.4829, -2.8058, -5.7574], [2.4724, -2.7725, -3.7105], [6.0509, -4.0803, -1.1686], [5.7347, -3.5372, 1.2773], [3.7802, -2.1977, 1.9575], [2.5145, -1.9125, -1.9649], [-2.6235, 4.2243, 4.9306], [-1.9041, 2.9780, 4.4309], [-1.7770, 2.9474, 2.9118], [-1.1910, 1.6436, 2.3776], [-2.3559, 0.0489, 2.4376], [-3.6245, 0.0330, 0.9199], [-4.5762, 1.2115, 0.6984], [-5.8070, 1.2512, 1.6010], [-5.5228, 1.6665, 3.0403], [-2.6679, 4.2574, 6.0197], [-3.6468, 4.2595, 4.5515], [-2.1159, 5.1287, 4.5883], [-2.4277, 2.0810, 4.7753], [-0.9020, 2.9291, 4.8694], [-1.1479, 3.7894, 2.6018], [-2.7559, 3.1408, 2.4623], [-0.2632, 1.4057, 2.9067], [-0.9151, 1.7536, 1.3254], [-2.9578, -0.1781, 3.8389], [-4.1768, -0.9104, 0.9289], [-2.9536, -0.0295, 0.0601], [-4.9034, 1.1782, -0.3435], [-4.0295, 2.1560, 0.7946], [-6.2978, 0.2729, 1.5852], [-6.5267, 1.9525, 1.1702], [-4.9156, 0.9308, 3.5679], [-6.4471, 1.7908, 3.6068], [-4.9889, 2.6201, 3.0687]],
  "lowdin_charge": [1.449, -0.097, -0.109, -0.117, -0.093, -0.104, -0.096, 0.096, 0.108, 0.116, 0.113, 0.088, 0.099, 0.082, -0.292, -0.331, 0.041, -0.456, -0.457, -0.249, -0.317, 0.063, -0.290, -0.051, -0.499, -0.262, 0.090, 0.071, 0.076, -0.034, -0.235, 0.121, -0.432, 0.033, -0.096, 0.003, -0.057, -0.157, 0.061, -0.116, 0.070, 0.126, 0.126, 0.111, 0.119, 0.100, 0.102, 0.036, -0.113, -0.284, -0.291, -0.306, 0.981, -0.284, -0.270, -0.266, -0.116, 0.067, 0.063, 0.073, 0.085, 0.109, 0.100, 0.086, 0.065, 0.062, -0.028, 0.075, 0.062, 0.114, 0.098, 0.106, 0.103, 0.028, 0.069, 0.058]
}